(1)
DFT (ωB97M-V/def2-TZVPD) results for the molecule C4H6N2O.

Properties
HOMO level = -8.48 eV
Net charge = 0
LUMO = -0.33 eV
Structure (SMILES) = CC(=C=CN)N=O
ΔE to the lowest compared entry with this formula, charge and spin = 445.4 kJ/mol
Kohn-Sham gap = 8.157 eV

```
13
Properties=species:S:1:pos:R:3:lowdin_charge:R:1
C 0.99 -2.09 -0.25 -0.067
C 0.02 -0.95 -0.12 -0.316
N -1.37 -1.35 -0.41 -0.008
O -2.17 -0.46 -0.43 -0.016
C -0.07 1.50 0.69 -0.197
N -0.10 2.68 -0.04 0.053
C 0.24 0.29 0.27 0.025
H 0.55 -2.87 -0.89 0.070
H 1.94 -1.77 -0.68 0.077
H 1.19 -2.54 0.73 0.078
H -0.66 3.40 0.38 0.085
H -0.33 2.55 -1.02 0.094
H -0.24 1.62 1.76 0.123
```

(2)
DFT (ωB97M-V/def2-TZVPD) results for the molecule C4H5NO in a non-equilibrium geometry.

Properties
HOMO level = -9.05 eV
Net charge = 0
LUMO = 0.24 eV
Structure (SMILES) = CN=C=CC=O
ΔE to the lowest compared entry with this formula, charge and spin = 243.5 kJ/mol
Kohn-Sham gap = 9.289 eV

```
11
Properties=species:S:1:pos:R:3:lowdin_charge:R:1
C -2.09 -0.27 0.23 -0.086
C 0.08 -0.20 -0.21 -0.118
N -0.85 -0.94 -0.14 0.093
O 2.40 -1.17 0.42 0.010
C 2.33 -0.01 0.05 -0.321
C 1.09 0.66 -0.28 -0.050
H -2.77 -1.03 0.58 0.070
H -1.95 0.55 0.96 0.093
H -2.44 0.18 -0.71 0.092
H 3.21 0.60 -0.17 0.111
H 0.99 1.64 -0.74 0.107
```

Total energy list, top to bottom, in eV: -9268.8859 -7764.0032